Entry from the Open Molecules 2025 dataset: C6H14NO as an isolated structure (ωB97M-V with the def2-TZVPD basis set).

Positions of all 22 atoms, in Å:
C -0.13391 2.25522 -1.73175
N 0.22184 0.87538 -1.70462
C -0.16888 0.63509 -0.33753
C 0.25917 -0.64892 0.28845
C -0.41373 -1.85903 -0.34624
C 0.13458 -3.23535 0.17602
C 0.39918 1.71285 1.79195
O -0.50267 1.06187 2.49531
H -1.30460 2.49319 -1.84050
H 0.24023 2.80158 -2.57581
H 0.09593 2.89776 -0.87322
H -1.28725 0.70071 -0.16276
H 0.27996 1.52071 0.56553
H 1.44526 -0.76431 0.05071
H 0.16901 -0.63680 1.29883
H -0.34647 -1.72024 -1.51203
H -1.57590 -1.79254 -0.26907
H 0.13482 -3.16663 1.32656
H -0.55514 -4.02856 -0.21836
H 1.13815 -3.25484 -0.21825
H 1.37561 1.35148 1.81109
H 0.39483 2.80139 1.98568

Calculated values
Energy above the lowest of the compared OMol25 structures with the same formula, charge and spin, kJ/mol: 392.4
Net charge: -1

Here are the Mulliken charges for atoms 1 to 6, given in e: -0.69, -0.68, 0.12, -0.74, -0.49, -1.02

---

Entry from the Open Molecules 2025 dataset: C9H17N3O3 in the gas phase (ωB97M-V with the def2-TZVPD basis set).

Positions of all 32 atoms, in Å:
C -3.61621 -0.64497 2.65292
C -2.24097 -0.40978 2.18221
C -1.34656 0.35657 2.81662
C 0.12290 0.44303 2.40707
O 0.98768 -0.28441 2.70838
N 0.32234 1.41385 1.52052
C 1.29032 1.32538 0.42081
C 0.78020 0.35932 -0.65726
C 1.79097 -0.32406 -1.60380
C 2.87281 -1.11150 -0.87246
C 1.27468 -1.35224 -2.68928
N -0.38633 0.90741 -1.44093
O 0.00479 1.53788 -2.71477
N -1.70025 0.64758 -1.16684
O -2.41756 1.19836 -2.00202
H -4.35283 -0.91925 1.86199
H -3.76368 -1.40847 3.40696
H -4.04959 0.27423 2.83835
H -1.76425 -0.94372 1.40504
H -1.78029 1.12973 3.49820
H -0.53164 1.60174 1.11391
H 2.25716 1.02531 0.88927
H 1.36738 2.44110 0.10140
H 0.27622 -0.53330 -0.09216
H 2.46084 0.47119 -2.15466
H 3.54761 -0.42480 -0.45839
H 2.49042 -1.74223 -0.11624
H 3.44838 -1.67468 -1.58622
H 0.91450 -2.32645 -2.22600
H 2.02734 -1.44311 -3.44370
H 0.38023 -0.98944 -3.19856
H -0.66658 1.39970 -3.40036

Calculated values
Energy above the lowest of the compared OMol25 structures with the same formula, charge and spin, kJ/mol: 531.2
SMILES string: C/C=C/C(=O)NC[C@H](C(C)C)N(O)N=O

Here are the Mulliken charges for atoms 1 to 6, given in e: -1.38, 0.25, -0.48, 0.54, -0.57, -0.30

---

Entry from the Open Molecules 2025 dataset: C29H34N2O2 in the gas phase (ωB97M-V with the def2-TZVPD basis set).

Positions of all 67 atoms, in Å:
C -0.06338 1.90169 4.01905
C -0.49162 0.48663 3.86294
O -0.49478 -0.23118 4.85247
C -1.18291 0.03569 2.43223
C -1.38497 -1.43257 2.44270
C -2.55768 0.71382 2.88564
C -3.37087 -0.04972 3.89156
O -2.90600 1.84074 2.54072
C -0.47395 0.36096 1.19199
C -1.24678 0.56614 -0.16436
C -1.18952 -0.12986 -1.40504
C -1.66109 0.50025 -2.58921
C -2.26723 1.73450 -2.42492
C -2.45231 2.38979 -1.19090
C -1.91774 1.78848 -0.08675
C -3.22903 3.64444 -1.39373
C -3.55666 3.60981 -2.89774
N -2.89624 2.41780 -3.40493
C -2.92973 2.01891 -4.77566
C -1.79023 1.04366 -5.07159
C -1.58934 -0.03099 -3.97116
C 0.87579 -0.41732 0.94202
C 1.45385 -0.48998 -0.34015
C 2.63082 -1.24633 -0.60313
C 3.26335 -1.74270 0.52457
C 2.78548 -1.59963 1.84025
C 1.58389 -0.94118 2.04600
C 3.68998 -2.33908 2.76801
C 4.74275 -2.96532 1.83204
N 4.33791 -2.56098 0.50216
C 5.05854 -2.92440 -0.67918
C 4.19287 -2.72351 -1.92712
C 3.32512 -1.43987 -1.89208
H -0.87236 2.60461 3.83683
H 0.35331 1.98575 5.02179
H 0.70414 2.14373 3.30336
H -2.03260 -1.66654 1.59653
H -0.41018 -1.84985 2.21183
H -1.69572 -1.81614 3.40709
H -2.72982 -0.64048 4.54060
H -3.89779 0.63392 4.55235
H -4.06218 -0.73791 3.41312
H -0.31468 1.40447 1.50792
H -0.62555 -1.06577 -1.50755
H -1.90760 2.32194 0.84022
H -4.12950 3.63176 -0.77630
H -2.65626 4.54041 -1.14433
H -3.15345 4.48973 -3.43493
H -4.65159 3.54849 -3.06211
H -3.90676 1.55201 -5.02554
H -2.84179 2.95043 -5.36902
H -2.02053 0.56068 -6.02721
H -0.87680 1.64733 -5.20735
H -2.40252 -0.74609 -4.06846
H -0.65364 -0.54514 -4.17160
H 1.06841 0.21514 -1.08283
H 1.28993 -0.77757 3.06976
H 3.11854 -3.11468 3.28448
H 4.15150 -1.70297 3.53049
H 4.73883 -4.06669 1.90243
H 5.76726 -2.60344 2.03566
H 5.37453 -3.98204 -0.57868
H 5.97366 -2.30024 -0.75436
H 4.86512 -2.69901 -2.79413
H 3.54557 -3.61018 -2.02411
H 3.99611 -0.60137 -2.08292
H 2.60618 -1.49294 -2.69969

Calculated values
Energy above the lowest of the compared OMol25 structures with the same formula, charge and spin, kJ/mol: 272.1
SMILES string: CC(=O)C(C)(C(C)=O)C(c1cc2c3c(c1)CCN3CCC2)c1cc2c3c(c1)CCN3CCC2

Here are the Mulliken charges for atoms 1 to 6, given in e: -1.62, 0.58, -0.58, 1.86, -2.38, 0.55

---

Entry from the Open Molecules 2025 dataset: a 2-piece molecular cluster, C6H11N overall (ωB97M-V with the def2-TZVPD basis set).

Positions of all 18 atoms, in Å:
H 1.76197 -1.36406 -1.19075
N 0.77143 -1.13891 -1.11385
C 0.40223 -0.84904 0.07996
C 1.27109 -1.04713 1.30304
C -1.07261 -0.97242 0.35950
C -1.98044 -0.54855 -0.49461
H 2.32142 -0.88168 1.06061
H 0.96371 -0.36613 2.09752
H 1.16914 -2.06993 1.66615
H -1.32010 -1.34451 1.34561
H -3.04402 -0.53313 -0.32656
H -1.58291 0.03557 -1.36458
C 0.46948 1.63570 -0.06661
C -0.39315 1.87784 -1.07452
H 1.53388 1.62946 -0.24921
H 0.16220 1.81845 0.95232
H -1.37722 2.28017 -0.88545
H -0.05609 1.83832 -2.09857

Calculated values
Energy above the lowest of the compared OMol25 structures with the same formula, charge and spin, kJ/mol: 289.5
SMILES string: [H]/N=C(\C)C=C.C=C

Here are the Mulliken charges for atoms 1 to 6, given in e: 0.26, -0.63, 0.70, -1.43, -0.25, -0.71

---

Entry from the Open Molecules 2025 dataset: C23H45ClF3GaO20P as an isolated structure (ωB97M-V with the def2-TZVPD basis set).

Positions of all 94 atoms, in Å:
O 2.37757 -1.74126 -0.51677
P 0.93394 -1.40090 -0.23142
Ga 0.40458 0.91083 -0.11392
C 1.61788 1.87496 -1.38529
C 3.12067 1.79416 -1.12375
C 3.62261 2.68784 -0.03369
F 4.95986 2.53620 0.16243
F 3.45237 4.00460 -0.34836
F 3.03994 2.50255 1.16085
C -1.57212 1.17755 -0.73810
C -2.01085 2.47890 -0.28927
O -1.97039 3.54460 -0.82018
Cl -2.71408 2.44459 1.41518
H 0.46824 -2.02755 0.95792
H 0.03811 -2.06210 -1.12185
H 0.50772 1.35780 1.40155
H 1.46756 1.40303 -2.36145
H 1.29632 2.91243 -1.50304
H 3.42594 0.77696 -0.86633
H 3.69546 2.09775 -2.00478
H -1.60629 1.16226 -1.82758
H -2.18258 0.38785 -0.31244
C -2.13996 -5.22608 -0.94383
O -2.29404 -3.84168 -0.63381
C -3.35452 -3.53146 0.10525
O -4.17278 -4.31423 0.52695
O -3.34489 -2.22127 0.30879
C -4.40641 -1.71317 1.12711
H -1.22632 -5.28444 -1.52683
H -2.04813 -5.81561 -0.03264
H -2.99012 -5.58701 -1.52079
H -4.36523 -2.15314 2.12248
H -5.37141 -1.92902 0.67196
H -4.23338 -0.64274 1.17878
C -2.60764 2.52470 -4.35317
O -3.46271 2.13634 -5.44171
C -3.98711 0.92404 -5.32490
O -3.81330 0.15111 -4.41986
O -4.75678 0.69234 -6.39786
C -5.38372 -0.59222 -6.39201
H -2.26234 3.52425 -4.59509
H -3.15318 2.53928 -3.41234
H -1.76035 1.84671 -4.27220
H -6.03141 -0.69957 -5.52357
H -4.63686 -1.38413 -6.37551
H -5.96385 -0.63237 -7.30918
C -2.60944 -4.79985 3.61430
O -2.93814 -5.28762 4.92436
C -3.60176 -4.42344 5.68917
O -3.94303 -3.31318 5.37812
O -3.83044 -5.01337 6.86409
C -4.55222 -4.21166 7.80362
H -2.09579 -5.61930 3.12091
H -3.51128 -4.54187 3.06292
H -1.95524 -3.93258 3.68244
H -5.52977 -3.94504 7.40544
H -4.00000 -3.30191 8.03229
H -4.65447 -4.83491 8.68630
C 4.36131 5.10942 -6.51413
O 5.44311 5.30475 -5.59624
C 5.25764 4.70757 -4.41029
O 4.29698 4.05657 -4.10223
O 6.31781 4.96256 -3.64915
C 6.24718 4.39585 -2.32713
H 4.64972 5.64296 -7.41475
H 4.22348 4.04998 -6.72194
H 3.43676 5.51386 -6.10648
H 6.16146 3.31288 -2.38218
H 5.39312 4.79323 -1.78383
H 7.17648 4.68122 -1.84427
C 7.81029 7.74576 -4.07320
O 7.66075 9.13906 -3.74971
C 8.14799 9.48037 -2.56348
O 8.70061 8.74949 -1.78198
O 7.92487 10.78469 -2.37341
C 8.39184 11.27931 -1.11496
H 7.36296 7.62540 -5.05409
H 8.86514 7.47965 -4.09519
H 7.28940 7.12520 -3.34788
H 9.46777 11.14103 -1.02407
H 7.89659 10.76451 -0.29380
H 8.13967 12.33522 -1.11162
C -4.08947 -10.96246 9.16626
O -4.11741 -10.80655 7.74504
C -4.34675 -9.55334 7.33772
O -4.52773 -8.60966 8.06328
O -4.34616 -9.53888 6.01079
C -4.54681 -8.23984 5.42847
H -3.89542 -12.01728 9.33452
H -3.30023 -10.35312 9.60294
H -5.04412 -10.67370 9.60256
H -3.74772 -7.56034 5.71221
H -5.50329 -7.82941 5.74689
H -4.54224 -8.40489 4.35567

Calculated values
Energy above the lowest of the compared OMol25 structures with the same formula, charge and spin, kJ/mol: 0.0
Net charge: -1

Here are the Mulliken charges for atoms 1 to 6, given in e: -0.70, 0.48, 0.20, -0.83, -0.67, 0.84

---

Entry from the Open Molecules 2025 dataset: a 2-piece molecular cluster, C21H36BBr2FN2O overall (ωB97M-V with the def2-TZVPD basis set).

Positions of all 64 atoms, in Å:
C -0.24831 2.97062 2.69232
C -1.17084 1.84298 2.20879
Br -0.72570 0.23300 3.26733
C -1.12206 1.60673 0.69665
B -2.61713 1.35245 0.01700
C -2.31872 0.63130 -1.49399
C -1.33263 1.33155 -2.26098
O -1.32917 2.37446 -2.79462
F -0.11606 0.61834 -2.31194
C -3.52380 0.27178 0.87188
C -4.91352 0.62637 1.36448
C -5.93231 0.88555 0.27604
Br -4.91988 2.05153 2.69899
C -3.28895 2.82093 -0.29456
C -3.04840 3.92521 0.48771
C -3.59254 5.14468 0.19070
N -4.38432 5.37451 -0.84567
C -4.60751 4.31984 -1.61337
C -4.09053 3.07369 -1.38079
H -0.80066 3.71544 3.24439
H 0.27347 3.43210 1.86818
H 0.50375 2.59862 3.36863
H -2.17132 2.10042 2.51004
H -0.49186 0.74060 0.51474
H -0.63300 2.46717 0.25558
H -1.94318 -0.35890 -1.26443
H -3.22071 0.49388 -2.07130
H -3.68793 -0.60214 0.24614
H -2.99395 -0.11513 1.73316
H -5.27462 -0.22238 1.92052
H -5.56872 0.51047 -0.66880
H -6.14280 1.93641 0.14380
H -6.86214 0.38626 0.49694
H -2.42121 3.86178 1.35785
H -3.37576 5.98145 0.83310
H -5.24143 4.46872 -2.47135
H -4.34325 2.30134 -2.08197
C 6.02396 -4.72246 -0.31049
C 5.28891 -4.09873 -1.49906
C 4.90879 -2.63347 -1.28177
N 3.47362 -2.38447 -0.90599
C 2.60647 -2.56490 -2.10353
C 2.99861 -3.25957 0.21931
C 3.49477 -2.55678 1.46152
C 3.16417 -1.09432 1.16084
C 3.35370 -0.95198 -0.35446
H 5.40223 -4.77514 0.58413
H 6.34493 -5.73546 -0.54780
H 6.91356 -4.14280 -0.06288
H 4.42006 -4.70183 -1.76567
H 5.95587 -4.13846 -2.36063
H 5.06072 -2.06004 -2.19413
H 5.52520 -2.18882 -0.50338
H 2.69649 -3.59242 -2.44960
H 2.92643 -1.87111 -2.87446
H 1.58360 -2.34949 -1.82708
H 1.91065 -3.26093 0.18128
H 3.35807 -4.27455 0.08152
H 4.57041 -2.70168 1.58097
H 3.00872 -2.91985 2.36362
H 3.79205 -0.40582 1.72122
H 2.12846 -0.87975 1.42889
H 4.25927 -0.41564 -0.62257
H 2.50795 -0.47114 -0.83094

Calculated values
DFT total energy, hartree: -6279.2326

Here are the Mulliken charges for atoms 1 to 6, given in e: -1.39, 0.78, -0.26, -1.05, 0.19, -0.86

---

Number 1: largest force on an atom 0.104 Eh/bohr. Number 2: largest force on an atom 0.086 Eh/bohr. Number 3: largest force on an atom 0.087 Eh/bohr. Number 4: largest force on an atom 0.064 Eh/bohr. Number 5: largest force on an atom 0.011 Eh/bohr. Number 6: largest force on an atom 0.026 Eh/bohr.